Formula: C31H37N5O5
Source: the OMol25 dataset
Level of theory: ωB97M-V/def2-TZVPD

```
! RIJCOSX wB97M-V def2-TZVPD def2/J DEFGRID3
* xyz 0 1
C -3.852 -1.254 1.259
C -4.989 -0.406 0.717
O -4.875 0.909 1.232
C -5.999 1.726 1.000
C -6.009 2.397 -0.380
C -5.036 3.569 -0.449
N -3.665 3.135 -0.308
C -2.661 3.836 -0.872
O -2.862 4.826 -1.556
C -1.275 3.353 -0.594
C -0.259 4.301 -0.634
C 1.045 3.924 -0.385
C 1.366 2.601 -0.121
N 2.710 2.186 0.148
C 3.083 2.381 1.540
C 4.428 1.708 1.831
C 5.509 2.271 0.916
C 5.047 2.023 -0.515
C 3.709 2.757 -0.735
C 4.797 0.568 -0.782
C 4.894 0.066 -2.051
C 4.497 -1.255 -2.314
C 3.974 -2.014 -1.315
C 3.863 -1.507 0.014
O 3.363 -2.115 0.962
N 4.338 -0.210 0.224
C 4.361 0.203 1.621
C 0.350 1.630 -0.112
N 0.707 0.306 0.143
C -0.075 -0.818 -0.071
O -1.208 -0.761 -0.501
N 0.561 -1.974 0.277
C 0.084 -3.283 0.155
C 0.925 -4.305 0.602
C 0.518 -5.617 0.506
C -0.719 -5.948 -0.029
C -1.555 -4.933 -0.476
O -2.792 -5.127 -1.022
C -3.254 -6.444 -1.182
C -1.152 -3.602 -0.384
C -0.968 2.024 -0.334
H -2.905 -0.918 0.849
H -4.002 -2.291 0.975
H -3.819 -1.180 2.343
H -5.960 -0.827 1.026
H -4.957 -0.396 -0.382
H -6.918 1.136 1.131
H -5.971 2.495 1.779
H -7.015 2.767 -0.583
H -5.754 1.662 -1.145
H -5.113 4.086 -1.411
H -5.282 4.293 0.340
H -3.498 2.356 0.313
H -0.511 5.326 -0.857
H 1.824 4.672 -0.397
H 2.302 1.948 2.170
H 3.160 3.454 1.790
H 4.680 1.890 2.880
H 5.640 3.341 1.085
H 6.465 1.777 1.103
H 5.779 2.403 -1.233
H 3.369 2.626 -1.765
H 3.878 3.831 -0.555
H 5.261 0.695 -2.845
H 4.587 -1.649 -3.315
H 3.623 -3.020 -1.477
H 3.471 -0.220 2.099
H 5.231 -0.276 2.087
H 1.696 0.186 0.311
H 1.499 -1.937 0.669
H 1.890 -4.056 1.017
H 1.169 -6.406 0.852
H -1.008 -6.985 -0.090
H -4.235 -6.359 -1.647
H -3.355 -6.958 -0.220
H -2.595 -7.026 -1.835
H -1.817 -2.836 -0.741
H -1.736 1.271 -0.346
*
```

As for the SMILES: CCOCCCNC(=O)c1ccc(N2C[C@@H]3C[C@H](C2)c2cccc(=O)n2C3)c(NC(=O)Nc2cccc(OC)c2)c1. The frontier orbital gap is 8.150 eV.



Formula: C31H38As2F5NO10P2S3Ti
Source: the OMol25 dataset
Level of theory: ωB97M-V/def2-TZVPD

```
! RIJCOSX wB97M-V def2-TZVPD def2/J DEFGRID3
* xyz -2 3
Ti -0.199 -0.753 -0.228
C 0.803 3.818 0.957
P 1.392 3.472 -0.746
C 1.115 5.137 -1.491
C 3.214 3.600 -0.479
C 3.776 2.533 0.451
P 3.149 0.804 0.203
C 3.888 0.479 -1.451
C 4.392 -0.003 1.298
H 1.350 4.648 1.416
H 0.930 2.926 1.572
H -0.260 4.061 0.929
H 1.607 5.935 -0.927
H 0.043 5.337 -1.524
H 1.485 5.148 -2.518
H 3.472 4.597 -0.097
H 3.663 3.506 -1.474
H 3.524 2.767 1.490
H 4.871 2.524 0.370
H 4.006 -0.601 -1.571
H 4.864 0.963 -1.563
H 3.212 0.827 -2.234
H 5.318 -0.205 0.753
H 4.017 -0.944 1.694
H 4.602 0.661 2.137
S -4.588 -3.410 -0.971
C -3.408 -2.197 -1.031
S -1.792 -2.397 -1.427
S -4.264 -0.767 -0.746
C -2.311 -7.037 0.591
O -1.020 -6.565 0.207
C -0.679 -5.330 0.637
O -1.285 -4.751 1.503
C 0.539 -4.795 -0.014
C 1.120 -5.389 -1.068
As 2.784 -4.754 -2.028
C 2.081 -5.042 -3.853
C 2.481 -2.909 -1.568
C 2.719 -2.851 -0.116
As 1.060 -3.050 0.748
C 1.418 -3.530 2.602
C 3.957 -3.123 0.462
O 4.248 -3.374 1.640
O 5.003 -3.045 -0.474
C 6.280 -3.300 0.057
C 1.627 -2.094 -2.228
O 0.995 -1.079 -1.642
O 1.438 -2.230 -3.561
C 0.359 -1.559 -4.198
C 0.607 -6.626 -1.731
O -0.225 -6.641 -2.593
O 1.276 -7.781 -1.443
C 2.069 -7.840 -0.257
H -2.241 -8.122 0.645
H -3.035 -6.744 -0.170
H -2.603 -6.619 1.551
H 2.252 -6.084 -4.124
H 2.659 -4.392 -4.510
H 1.025 -4.807 -3.948
H 2.114 -4.366 2.627
H 0.478 -3.770 3.096
H 1.901 -2.677 3.077
H 6.986 -3.102 -0.751
H 6.384 -4.339 0.385
H 6.501 -2.658 0.913
H -0.560 -1.602 -3.620
H 0.218 -2.076 -5.147
H 0.614 -0.516 -4.381
H 2.222 -8.899 -0.059
H 1.553 -7.383 0.586
H 3.030 -7.343 -0.404
O -1.539 -1.142 1.329
C -0.865 -0.627 2.248
C -1.272 -0.508 3.689
C -0.045 0.172 4.291
C 0.866 0.459 3.084
O 1.889 1.108 3.151
N 0.331 -0.121 1.957
H -1.491 -1.498 4.088
H -2.182 0.090 3.743
H 0.505 -0.466 4.984
H -0.258 1.112 4.798
F -0.661 1.014 -2.971
C -1.345 1.624 -1.985
C -1.258 1.164 -0.686
C -1.992 1.932 0.198
F -1.995 1.669 1.532
C -2.749 3.044 -0.141
F -3.415 3.749 0.790
C -2.799 3.444 -1.462
F -3.510 4.519 -1.826
C -2.082 2.722 -2.398
F -2.102 3.110 -3.683
*
```

The frontier orbital gap (spin up / spin down) is 5.767 / 5.007 eV.



Formula: C31H38BaN6O6S4
Source: the OMol25 dataset
Level of theory: ωB97M-V/def2-TZVPD

```
! RIJCOSX wB97M-V def2-TZVPD def2/J DEFGRID3
* xyz -2 1
Ba -0.059 0.947 1.236
S 4.025 0.827 -0.754
C 4.305 2.308 0.093
C 5.147 3.254 -0.510
C 5.317 4.516 0.010
C 4.673 4.879 1.187
C 3.889 3.945 1.832
C 3.703 2.672 1.308
S 2.654 1.625 2.275
C 3.352 -0.015 2.002
C 2.931 -0.767 0.774
C 3.916 -1.760 0.330
C 3.559 -2.843 -0.354
C 2.134 -3.098 -0.672
C 1.178 -1.907 -0.305
C -0.173 -2.394 0.232
S -1.495 -1.645 -0.780
C -2.987 -2.604 -0.498
C -3.644 -2.962 -1.667
C -4.867 -3.610 -1.649
C -5.447 -3.917 -0.423
C -4.800 -3.580 0.740
C -3.567 -2.899 0.756
S -2.906 -2.479 2.276
N 1.662 -0.843 0.499
H 5.634 2.976 -1.434
H 5.934 5.231 -0.519
H 4.786 5.874 1.594
H 3.370 4.190 2.750
H 2.985 -0.574 2.867
H 4.437 0.081 2.051
H 4.952 -1.563 0.568
H 4.283 -3.567 -0.707
H 1.832 -4.097 -0.342
H -0.293 -2.112 1.274
H -0.278 -3.474 0.116
H -3.180 -2.700 -2.609
H -5.361 -3.872 -2.575
H -6.416 -4.405 -0.384
H -5.247 -3.802 1.699
O -2.492 0.392 1.438
C -3.104 1.130 2.465
C -2.301 1.067 3.762
N -1.042 1.782 3.662
C -1.239 3.219 3.600
C -1.393 3.684 2.118
O -2.149 4.625 1.887
O -0.694 3.040 1.297
C -0.124 1.339 4.692
C 0.585 0.010 4.274
O 1.307 -0.530 5.111
O 0.387 -0.359 3.094
H -2.568 -0.572 1.708
H -3.179 2.162 2.117
H -4.120 0.746 2.652
H -2.925 1.453 4.591
H -2.071 0.017 3.955
H -2.101 3.556 4.198
H -0.341 3.720 3.968
H 0.679 2.070 4.809
H -0.602 1.201 5.674
N -0.361 -3.039 -3.848
C 0.919 -3.409 -4.089
N 1.176 -3.972 -5.325
N 1.884 -3.361 -3.234
C 1.694 -2.712 -2.058
N 1.028 -1.644 -1.765
H -1.003 -2.934 -4.613
H -0.505 -2.443 -3.037
H 0.425 -4.510 -5.731
H 2.079 -4.423 -5.359
C 0.834 0.844 -4.076
C -0.628 0.655 -3.704
O -1.133 1.847 -3.150
C -2.343 1.678 -2.442
C -2.635 2.938 -1.643
H 1.242 -0.089 -4.460
H 1.389 1.122 -3.184
H 0.955 1.631 -4.819
H -0.697 -0.156 -2.970
H -1.227 0.376 -4.595
H -2.260 0.821 -1.759
H -3.163 1.468 -3.158
H -1.860 3.085 -0.894
H -3.590 2.834 -1.136
H -2.670 3.804 -2.301
*
```

The frontier orbital gap is 6.131 eV.



Formula: C31H38CeN10PSSb
Source: the OMol25 dataset
Level of theory: ωB97M-V/def2-TZVPD

```
! RIJCOSX wB97M-V def2-TZVPD def2/J DEFGRID3
* xyz 3 2
Ce -0.912 0.562 0.989
C 0.498 2.780 3.658
C -0.991 2.936 3.695
C -1.579 3.568 4.790
C -2.939 3.770 4.822
C -3.684 3.385 3.711
C -3.051 2.755 2.659
N -1.723 2.485 2.658
Sb -4.286 2.532 0.928
C -2.809 3.034 -0.568
C -3.232 3.913 -1.548
C -2.350 4.296 -2.556
C -1.061 3.809 -2.529
C -0.688 2.938 -1.512
C 0.709 2.391 -1.452
N -1.550 2.535 -0.567
C -4.106 0.374 0.800
C -5.123 -0.320 0.173
C -5.223 -1.699 0.356
C -4.356 -2.323 1.227
C -3.365 -1.573 1.860
C -2.505 -2.175 2.930
N -3.214 -0.264 1.601
H 0.965 3.525 4.300
H 0.890 2.917 2.651
H 0.815 1.798 4.014
H -0.949 3.905 5.602
H -3.410 4.257 5.666
H -4.747 3.588 3.669
H -4.241 4.304 -1.532
H -2.668 4.975 -3.336
H -0.338 4.100 -3.279
H 0.826 1.585 -2.180
H 0.950 2.014 -0.455
H 1.432 3.173 -1.680
H -5.859 0.204 -0.425
H -6.010 -2.261 -0.130
H -4.448 -3.378 1.447
H -3.138 -2.442 3.779
H -1.759 -1.470 3.300
H -2.002 -3.084 2.603
N 2.214 -1.496 3.634
C 1.530 -1.243 2.515
S 1.847 0.289 1.707
N 0.754 -2.201 2.053
N -0.021 -1.808 0.998
C -0.445 -2.709 0.199
C -1.269 -2.300 -0.948
C -1.684 -3.228 -1.888
C -2.414 -2.794 -2.988
C -2.718 -1.449 -3.104
C -2.281 -0.586 -2.110
N -1.567 -0.987 -1.057
H 2.924 -0.861 3.953
H 2.106 -2.389 4.092
H -0.176 -3.754 0.341
H -1.445 -4.275 -1.755
H -2.738 -3.499 -3.742
H -3.285 -1.068 -3.940
H -2.515 0.472 -2.161
C 4.971 -2.898 -2.333
N 4.508 -1.818 -3.328
C 5.374 -0.566 -3.101
N 5.295 -0.148 -1.751
C 5.728 -1.215 -0.851
N 4.903 -2.412 -1.005
C 3.536 -2.213 -0.518
P 2.622 -0.868 -1.427
C 3.052 -1.503 -3.137
C 3.989 0.399 -1.379
H 5.997 -3.143 -2.609
H 4.329 -3.765 -2.483
H 4.662 -2.156 -4.279
H 5.011 0.199 -3.786
H 6.393 -0.850 -3.365
H 5.662 -0.864 0.177
H 6.766 -1.466 -1.070
H 3.581 -1.945 0.538
H 2.979 -3.149 -0.593
H 2.772 -0.763 -3.889
H 2.487 -2.414 -3.342
H 4.057 0.794 -0.364
H 3.742 1.232 -2.040
*
```

The frontier orbital gap (spin up / spin down) is 7.443 / 7.479 eV.



What is the formula in the second record? C31H38As2F5NO10P2S3Ti



What is the formula in the second record? C31H38As2F5NO10P2S3Ti